No. 1
Formula: C2H5NO
Source: the Open Molecules 2025 dataset
Level of theory: the ωB97M-V functional and the def2-TZVPD basis

```
9
Properties=species:S:1:pos:R:3:forces:R:3
C 1.350 -0.029 -0.355 -3.315 -0.579 -2.223
C -0.857 -0.248 -0.845 3.602 2.694 2.386
N 1.423 0.026 0.968 -2.142 0.540 1.926
O 2.123 -0.015 -1.260 -0.036 0.085 0.989
H -0.841 -1.036 -1.514 -0.107 -0.683 -1.962
H -1.297 -0.548 0.056 -0.536 -0.734 1.469
H -1.106 0.825 -0.930 0.128 -0.888 -1.180
H 0.436 0.122 1.438 3.206 -0.245 -1.046
H 2.299 0.280 1.452 -0.801 -0.190 -0.358
```
Forces are in eV/Å.

Results
- E_HOMO: -8.43 eV
- Kohn-Sham gap: 0.335 Eh
- Lowest unoccupied orbital energy: 0.70 eV
- Charge: 0
- Energy relative to the best compared isomer or geometry (same formula, charge and spin): 2.978 eV

Atom charges from the natural (NBO) analysis, given in e for atoms 1 to 6:
1. C 0.747
2. C -0.734
3. N -0.867
4. O -0.568
5. H 0.207
6. H 0.166

No. 2
Formula: C5H6O2
Source: the Open Molecules 2025 dataset
Level of theory: the ωB97M-V functional and the def2-TZVPD basis

```
13
Properties=species:S:1:pos:R:3:forces:R:3
O -0.452 -0.732 1.187 -0.022 -0.152 0.202
C -1.001 -0.758 -0.172 -0.203 -0.087 -0.138
C -0.026 0.310 -0.666 -0.042 -0.038 -0.080
C -0.575 1.721 -0.549 -0.352 0.106 0.032
O -1.742 1.976 -0.380 0.570 -0.104 -0.094
C 0.875 -0.093 0.486 0.479 -0.235 0.134
C 1.846 -0.782 0.991 0.014 0.326 -0.226
H 0.466 -1.381 1.461 -0.265 0.075 -0.049
H -0.865 -1.738 -0.635 0.008 0.129 0.051
H -2.045 -0.451 -0.146 0.126 -0.048 -0.006
H 0.443 0.169 -1.645 -0.068 0.054 0.141
H 0.188 2.521 -0.629 -0.099 -0.044 0.028
H 2.889 -0.761 0.697 -0.145 0.019 0.006
```
Forces are in eV/Å.

Results
- E_HOMO: -9.03 eV
- Kohn-Sham gap: 0.355 Eh
- Lowest unoccupied orbital energy: 0.64 eV
- Charge: 0
- Energy relative to the best compared isomer or geometry (same formula, charge and spin): 5.769 eV

Atom charges from the natural (NBO) analysis, given in e for atoms 1 to 6:
1. O -0.629
2. C -0.069
3. C -0.416
4. C 0.452
5. O -0.502
6. C 0.161